Entry 1:
ORCA calculation (wB97M-V/def2-TZVPD) on a cluster of 3 separate species, C3H15N2O3 in total.

Values from the calculation:
highest occupied orbital energy = -12.904 eV
spin multiplicity = 1
energy above the lowest of the compared OMol25 structures with the same formula, charge and spin = 7.6 kcal/mol
LUMO energy = -2.66 eV
charge = +1
HOMO-LUMO gap = 10.2 eV

Geometry as XYZ:
```
23
C3H15N2O3 (wB97M-V/def2-TZVPD)
O 1.738 -1.302 0.241
O 3.347 0.146 -1.392
O -2.760 -0.961 1.368
N 0.576 1.445 -1.133
N -0.927 -0.926 -0.449
C -1.258 0.411 0.118
C -1.930 0.200 1.461
C -0.014 1.302 0.183
H 0.424 2.344 -1.556
H 0.667 0.927 0.946
H 4.219 0.544 -1.298
H 1.510 1.096 -1.295
H -1.929 0.870 -0.607
H -0.884 -0.929 -1.470
H -0.397 2.266 0.526
H 2.426 -0.779 -0.211
H -0.044 -1.271 -0.017
H -2.508 1.113 1.629
H -3.379 -0.954 2.107
H -1.206 0.096 2.269
H 3.308 -0.178 -2.301
H -1.649 -1.603 -0.183
H 2.134 -2.105 0.612
```

Entry 2:
ORCA calculation (wB97M-V/def2-TZVPD) on a structure of composition C43H50AsCrN5O6STe at a distorted geometry.

Values from the calculation:
highest occupied orbital energy (spin up / spin down) = -0.748 / -1.562 eV
spin multiplicity = 5
energy above the lowest of the compared OMol25 structures with the same formula, charge and spin = 17.2 kcal/mol
LUMO energy (spin up / spin down) = 3.68 / 3.68 eV
charge = -2
HOMO-LUMO gap (spin up / spin down) = 4.4 / 5.2 eV
⟨S²⟩ = 6.24

Geometry as XYZ:
```
108
C43H50AsCrN5O6STe (wB97M-V/def2-TZVPD)
Te 0.910 2.766 1.836
As -1.225 2.677 -0.403
Cr 0.363 0.880 0.219
S -1.415 -0.366 1.488
O 2.929 -5.908 -1.664
O 5.496 -2.031 3.533
O 0.777 -1.634 -0.540
O 4.726 -6.591 -0.530
O 1.875 -0.231 0.760
O 6.495 -3.856 2.977
N -2.336 -2.359 0.044
N 3.834 -5.719 -0.790
N -0.784 -2.909 1.740
N 5.624 -3.012 2.814
N 4.496 2.098 -1.512
C -3.454 3.920 -1.964
C 1.065 5.914 -3.031
C -1.486 -2.008 1.038
C 5.355 3.061 -0.853
C -5.392 2.773 -2.815
C 3.827 -4.534 -0.076
C 0.428 4.819 -3.602
C -2.317 3.559 0.980
C -0.004 -5.184 2.346
C -0.269 3.929 -2.800
C 4.750 -4.338 0.963
C -3.549 1.536 -1.891
C -3.794 -4.118 1.134
C -2.325 4.920 1.261
C 4.680 -3.181 1.708
C 0.410 0.286 -3.909
C -4.677 -2.034 2.349
C 0.136 0.495 -2.566
C -3.186 2.731 1.687
C 1.019 6.091 -1.657
C 2.167 1.712 -2.282
C -2.857 2.708 -1.615
C 1.300 -3.717 4.022
C 2.871 -3.530 -0.349
C 2.452 1.504 -3.632
C -4.807 1.561 -2.485
C 2.830 -2.384 0.429
C -4.704 3.956 -2.558
C 3.734 -2.181 1.470
C 0.350 5.175 -0.852
C -0.317 4.095 -1.416
C -3.094 -3.597 -0.120
C -3.146 5.433 2.255
C -0.213 -4.161 1.232
C 3.111 2.578 -1.484
C 1.590 0.789 -4.446
C -3.981 4.594 2.981
C -4.001 3.239 2.687
C 1.003 1.192 -1.710
C 1.758 -1.363 0.173
C -5.015 -3.307 1.574
C 1.270 -4.985 3.170
C 4.607 0.799 -0.862
H -3.840 -3.385 -0.888
H -5.152 4.909 -2.816
H 5.295 4.022 -1.370
H -3.075 -4.168 1.956
H -0.873 -4.568 0.479
H 3.701 -1.286 2.073
H 1.425 -2.818 3.415
H 3.973 0.076 -1.376
H 5.076 3.220 0.202
H 3.373 1.912 -4.037
H 0.491 4.643 -4.669
H 1.526 6.932 -1.199
H -0.797 0.092 -2.170
H 4.300 0.831 0.193
H -4.033 -2.261 3.201
H -3.093 0.581 -1.644
H 5.481 -5.099 1.181
H 1.384 -5.854 3.825
H -3.212 1.671 1.466
H -2.801 -1.532 -0.298
H -4.101 -5.145 0.917
H -5.331 0.633 -2.686
H -2.457 -4.381 -0.527
H -4.650 2.571 3.242
H 2.172 -3.669 -1.160
H 6.389 2.712 -0.888
H 2.129 -4.986 2.495
H -5.614 -3.053 0.692
H -5.584 -1.558 2.727
H 1.606 6.615 -3.657
H 0.400 5.264 0.225
H 0.389 -3.618 4.619
H 2.151 -3.736 4.703
H -2.928 4.848 -1.766
H -4.611 4.995 3.766
H -6.376 2.801 -3.267
H 2.737 2.669 -0.456
H 1.832 0.619 -5.489
H 3.111 3.584 -1.922
H 0.048 -6.170 1.875
H -0.284 -0.270 -4.529
H -0.200 -2.441 2.420
H 0.734 -3.947 0.733
H -3.124 6.495 2.471
H 5.641 0.451 -0.923
H -5.642 -3.946 2.203
H -0.769 3.083 -3.258
H -4.148 -1.302 1.738
H -0.880 -5.183 3.005
H -1.675 5.592 0.719
```

Entry 3:
ORCA calculation (wB97M-V/def2-TZVPD) on the molecule C7H4N2O6 at a distorted geometry.

Values from the calculation:
highest occupied orbital energy (spin up / spin down) = -9.415 / -9.679 eV
spin multiplicity = 1
energy above the lowest of the compared OMol25 structures with the same formula, charge and spin = 88.8 kcal/mol
LUMO energy (spin up / spin down) = -2.56 / -2.62 eV
charge = 0
HOMO-LUMO gap (spin up / spin down) = 6.9 / 7.1 eV

Geometry as XYZ:
```
19
C7H4N2O6 (wB97M-V/def2-TZVPD)
O -0.864 -0.705 -0.081
O -2.731 -2.343 0.003
O -3.314 1.767 -0.387
O -2.278 1.397 1.436
O -0.061 2.022 -0.350
O -4.188 -0.791 0.467
N -3.102 -1.198 0.109
N -2.620 1.106 0.310
C 1.349 -1.285 0.067
C 2.661 -0.996 0.025
C 0.371 -0.267 -0.188
C 0.772 1.139 -0.406
C 3.097 0.291 -0.143
C 2.211 1.316 -0.388
C -2.132 -0.183 -0.113
H 4.149 0.442 -0.156
H 0.894 -2.239 0.104
H 3.284 -1.684 0.450
H 2.502 2.210 -0.759
```